1.
Below is a 2-piece molecular cluster, C6H8N2O overall, with properties calculated with ωB97M-V/def2-TZVPD.

Total energy = -11376.7899 eV
Largest force on an atom = 4.5 eV/A
SMILES = C1=CN=CC1.CN=C=O
HOMO energy = -9.282 eV
LUMO energy = 0.9 eV
ΔE to the lowest compared entry with this formula, charge and spin = 58.96 kcal/mol

Each atom is followed by the atoms it is bonded to, with distances in Å.
Atoms and positions in Å:
1 C -0.515 -0.325 -2.439  C2 1.313, C4 1.447, H10 1.058
2 C -0.232 0.641 -1.596  C1 1.313, N7 1.366, H11 1.107
3 C -1.089 0.133 1.854  N8 1.175, O9 1.172
4 C -0.196 -1.612 -1.863  C1 1.447, C5 1.523, H12 1.115, H13 1.150
5 C 0.354 -1.193 -0.506  C4 1.523, N7 1.276, H14 1.053
6 C 0.823 1.458 2.628  N8 1.439, H15 1.049, H16 1.095, H17 1.115
7 N 0.326 0.083 -0.480  C2 1.366, C5 1.276
8 N -0.351 0.626 2.624  C3 1.175, C6 1.439
9 O -2.012 -0.296 1.275  C3 1.172
10 H -0.776 -0.172 -3.453  C1 1.058
11 H -0.050 1.722 -1.446  C2 1.107
12 H -0.776 -2.555 -1.992  C4 1.115
13 H 0.721 -1.909 -2.491  C4 1.150
14 H 0.808 -1.955 0.061  C5 1.053
15 H 1.477 1.335 3.438  C6 1.049
16 H 1.164 1.578 1.595  C6 1.095
17 H 0.325 2.442 2.790  C6 1.115

Need the Mulliken charges? In units of e they are: -0.63 -0.33 0.71 -0.38 -0.22 -0.72 -0.33 -0.33 -0.51 0.42 0.41 0.42 0.24 0.39 0.29 0.30 0.29



2.
Below is a 6-piece molecular cluster, C18H42N6O6 overall, with properties calculated with ωB97M-V/def2-TZVPD.

Total energy = -40564.5605 eV
Largest force on an atom = 14.8 eV/A
SMILES = CNC(C)=O.CNC(C)=O.CNC(C)=O.CNC(C)=O.CNC(C)=O.CNC(C)=O
HOMO energy = -8.752 eV
LUMO energy = 0.0 eV
ΔE to the lowest compared entry with this formula, charge and spin = 256.29 kcal/mol

Each atom is followed by the atoms it is bonded to, with distances in Å.
Atoms and positions in Å:
1 C -1.773 2.369 -4.660  C2 1.573, H6 1.158, H7 1.030, H8 0.947
2 C -2.484 1.154 -3.960  C1 1.573, O3 1.238, N4 1.397
3 O -3.515 0.657 -4.433  C2 1.238
4 N -1.699 0.576 -2.959  C2 1.397, C5 1.448, H9 0.924
5 C -2.111 -0.585 -2.198  N4 1.448, H10 1.242, H11 1.129, H12 1.016
6 H -1.365 3.126 -3.885  C1 1.158
7 H -2.491 2.742 -5.298  C1 1.030
8 H -0.955 1.932 -4.853  C1 0.947
9 H -1.060 1.164 -2.643  N4 0.924
10 H -2.961 -1.260 -2.802  C5 1.242
11 H -2.495 -0.428 -1.148  C5 1.129
12 H -1.349 -1.257 -2.154  C5 1.016
13 C 7.238 -4.727 1.243  C14 1.526, H18 1.056, H19 1.154, H20 1.124
14 C 5.983 -4.125 0.620  C13 1.526, O15 1.193, N16 1.423
15 O 5.684 -4.347 -0.514  C14 1.193
16 N 5.133 -3.517 1.585  C14 1.423, C17 1.574, H21 0.977
17 C 3.658 -3.083 1.246  N16 1.574, H22 1.030, H23 0.953, H24 1.068
18 H 7.735 -5.145 0.410  C13 1.056
19 H 6.886 -5.274 2.197  C13 1.154
20 H 8.058 -4.003 1.500  C13 1.124
21 H 5.400 -3.556 2.524  N16 0.977
22 H 3.551 -2.906 0.238  C17 1.030
23 H 3.348 -2.326 1.734  C17 0.953
24 H 3.126 -3.940 1.599  C17 1.068
25 C 2.417 0.881 1.947  C26 1.462, H30 1.108, H31 1.030, H32 0.984
26 C 1.913 0.916 3.320  C25 1.462, O27 1.280, N28 1.308
27 O 2.530 0.282 4.246  C26 1.280
28 N 0.922 1.750 3.501  C26 1.308, C29 1.490, H33 0.917
29 C 0.445 2.075 4.875  N28 1.490, H34 0.869, H35 1.088, H36 1.089
30 H 2.307 -0.042 1.344  C25 1.108
31 H 3.416 1.110 1.846  C25 1.030
32 H 2.028 1.427 1.227  C25 0.984
33 H 0.623 2.323 2.851  N28 0.917
34 H 0.674 1.462 5.446  C29 0.869
35 H -0.596 1.927 5.155  C29 1.088
36 H 0.796 3.081 5.102  C29 1.089
37 C -4.633 1.698 -1.400  C38 1.525, H42 1.172, H43 1.020, H44 1.026
38 C -5.096 1.325 0.004  C37 1.525, O39 1.172, N40 1.325
39 O -4.605 0.425 0.571  C38 1.172
40 N -6.078 2.014 0.568  C38 1.325, C41 1.511, H45 1.036
41 C -6.528 1.766 1.989  N40 1.511, H46 1.186, H47 1.058, H48 1.097
42 H -4.938 2.735 -1.854  C37 1.172
43 H -4.917 1.037 -2.123  C37 1.020
44 H -3.624 1.662 -1.214  C37 1.026
45 H -6.186 3.030 0.397  N40 1.036
46 H -7.291 2.503 2.520  C41 1.186
47 H -5.709 1.873 2.649  C41 1.058
48 H -7.111 0.873 2.247  C41 1.097
49 C 1.936 0.258 -2.913  C50 1.465, H54 1.112, H55 1.048, H56 1.010
50 C 1.290 1.027 -1.847  C49 1.465, O51 1.247, N52 1.317
51 O 1.253 0.446 -0.744  C50 1.247
52 N 0.753 2.198 -2.118  C50 1.317, C53 1.533, H57 1.047
53 C -0.208 2.917 -1.164  N52 1.533, H58 1.091, H59 0.937, H60 1.080
54 H 1.787 0.564 -3.972  C49 1.112
55 H 1.286 -0.555 -3.038  C49 1.048
56 H 2.911 0.253 -2.649  C49 1.010
57 H 0.983 2.590 -3.061  N52 1.047
58 H -0.485 2.435 -0.225  C53 1.091
59 H -0.967 2.962 -1.713  C53 0.937
60 H 0.400 3.789 -0.976  C53 1.080
61 C -1.085 -0.404 1.651  C62 1.462, H66 1.043, H67 1.216, H68 0.910
62 C -0.847 -1.662 0.946  C61 1.462, O63 1.255, N64 1.300
63 O -1.574 -2.673 1.101  C62 1.255
64 N 0.126 -1.789 0.094  C62 1.300, C65 1.459, H69 0.995
65 C 0.657 -2.962 -0.593  N64 1.459, H70 1.123, H71 1.056, H72 1.115
66 H -2.106 -0.187 1.651  C61 1.043
67 H -0.812 0.583 0.995  C61 1.216
68 H -0.471 -0.194 2.290  C61 0.910
69 H 0.746 -1.078 -0.224  N64 0.995
70 H 1.063 -3.625 0.217  C65 1.123
71 H 1.343 -2.803 -1.379  C65 1.056
72 H -0.279 -3.467 -0.931  C65 1.115

Need the Mulliken charges? In units of e they are: -1.36 0.74 -0.64 0.13 -1.10 0.21 0.42 0.51 0.04 0.24 0.21 0.54 -1.07 0.67 -0.58 -0.24 -1.19 0.35 0.27 0.27 0.21 0.39 0.55 0.36 -1.12 0.96 -0.71 -0.14 -1.45 0.04 0.49 0.42 0.19 0.65 0.38 0.34 -0.37 0.46 -0.56 -0.32 -0.85 0.25 0.35 -0.14 0.30 0.28 0.33 0.27 -1.56 0.75 -0.63 -0.29 -1.10 0.43 0.30 0.52 0.25 0.04 0.77 0.32 -1.35 0.73 -0.77 0.45 -1.16 0.44 -0.22 0.91 0.13 0.29 0.31 0.43



3.
Below is one molecule with the formula C16H18N4O3, with properties calculated with ωB97M-V/def2-TZVPD.

Total energy = -28986.5432 eV
Largest force on an atom = 0.8 eV/A
SMILES = CC(C)c1ccc(OCC(=O)NNC(=O)c2cnccn2)cc1
HOMO energy = -8.588 eV
LUMO energy = 0.0 eV
ΔE to the lowest compared entry with this formula, charge and spin = 48.18 kcal/mol

Each atom is followed by the atoms it is bonded to, with distances in Å.
Atoms and positions in Å:
1 C -4.981 -1.930 -0.524  H2 1.087, H3 1.088, H4 1.088, C5 1.530
2 H -5.317 -1.723 0.489  C1 1.087
3 H -5.346 -1.138 -1.175  C1 1.088
4 H -5.420 -2.872 -0.845  C1 1.088
5 C -3.454 -2.009 -0.585  C1 1.530, C6 1.509, C37 1.530, H41 1.096
6 C -2.833 -0.684 -0.220  C5 1.509, C7 1.386, C11 1.392
7 C -2.053 0.007 -1.133  C6 1.386, C8 1.386, H36 1.081
8 C -1.467 1.223 -0.818  C7 1.386, C9 1.387, H35 1.080
9 C -1.663 1.772 0.440  C8 1.387, C10 1.393, O14 1.378
10 C -2.445 1.089 1.368  C9 1.393, C11 1.378, H13 1.079
11 C -3.019 -0.120 1.039  C6 1.392, C10 1.378, H12 1.079
12 H -3.618 -0.631 1.777  C11 1.079
13 H -2.586 1.527 2.344  C10 1.079
14 O -1.123 2.962 0.876  C9 1.378, C15 1.403
15 C -0.386 3.731 -0.038  O14 1.403, C16 1.526, H33 1.097, H34 1.095
16 C 0.945 3.108 -0.445  C15 1.526, O17 1.215, N18 1.348
17 O 1.561 3.418 -1.446  C16 1.215
18 N 1.419 2.212 0.444  C16 1.348, N19 1.391, H32 1.015
19 N 2.587 1.508 0.170  N18 1.391, C20 1.360, H31 1.014
20 C 2.800 0.313 0.784  N19 1.360, O21 1.212, C22 1.495
21 O 2.066 -0.099 1.655  C20 1.212
22 C 4.061 -0.356 0.338  C20 1.495, N23 1.328, C27 1.397
23 N 4.011 -1.663 0.108  C22 1.328, C24 1.321
24 C 5.130 -2.263 -0.257  N23 1.321, C25 1.391, H30 1.081
25 C 6.317 -1.554 -0.411  C24 1.391, N26 1.324, H29 1.081
26 N 6.376 -0.254 -0.167  C25 1.324, C27 1.321
27 C 5.263 0.347 0.214  C22 1.397, N26 1.321, H28 1.081
28 H 5.337 1.403 0.433  C27 1.081
29 H 7.235 -2.025 -0.730  C25 1.081
30 H 5.066 -3.327 -0.434  C24 1.081
31 H 3.035 1.821 -0.684  N19 1.014
32 H 0.888 1.834 1.221  N18 1.015
33 H -0.959 3.956 -0.947  C15 1.097
34 H -0.178 4.675 0.476  C15 1.095
35 H -0.862 1.721 -1.561  C8 1.080
36 H -1.889 -0.407 -2.118  C7 1.081
37 C -2.931 -3.122 0.326  C5 1.530, H38 1.088, H39 1.087, H40 1.088
38 H -1.844 -3.161 0.289  C37 1.088
39 H -3.233 -2.953 1.356  C37 1.087
40 H -3.324 -4.085 0.007  C37 1.088
41 H -3.166 -2.248 -1.615  C5 1.096

Need the Mulliken charges? In units of e they are: -1.47 0.30 0.36 0.44 0.22 0.71 -1.08 0.01 0.57 -1.24 0.04 0.30 0.42 -0.55 -0.38 0.48 -0.69 -0.24 -0.19 0.36 -0.62 0.55 -0.49 -0.13 -0.19 -0.58 -0.34 0.46 0.38 0.42 0.37 0.39 0.35 0.33 0.41 0.29 -1.47 0.36 0.30 0.44 0.39



Q: What is the formula in the first record?
A: C6H8N2O



Q: total energy of number 2 (C18H42N6O6)?
A: -40564.5605 eV



Q: The lowest total energy belongs to which entry?
A: C18H42N6O6



Q: largest force on an atom of number 3 (C16H18N4O3)?
A: 0.8 eV/A